{
  "formula": "C3HNO2S",
  "method": "ωB97M-V/def2-TZVPD",
  "homo_ev": -9.6,
  "relative_energy_kcal_mol": 64.55,
  "orbital_gap_ev": 7.5,
  "total_energy_ev": -19543.65358,
  "elements": ["C", "C", "C", "N", "O", "O", "S", "H"],
  "xyz": [[1.745, -0.531, -1.158], [-0.763, -0.010, 1.190], [-0.883, 0.882, 0.052], [2.870, -0.319, -1.036], [0.154, -0.126, 1.921], [-1.375, 1.622, -0.689], [0.128, -1.003, -1.225], [-1.875, -0.515, 0.945]],
  "nbo_charge": [0.02, 0.26, 0.67, -0.32, -0.42, -0.34, -0.07, 0.20]
}